1.
Here is a 6-piece molecular cluster, C10H18FN7P overall from the OMol25 dataset. Energies are from the ωB97M-V functional and the def2-TZVPD basis.

Last column: natural (NBO) charge in e.
Geometry (Å):
1 C 0.984 -2.848 -3.323  0.29
2 H 3.742 3.460 0.155  0.33
3 P 2.539 3.300 1.926  1.46
4 N 6.697 0.898 -2.915  -0.41
5 H 2.571 -3.151 -4.652  0.26
6 C -1.238 0.070 3.294  -0.71
7 H -8.347 -1.275 0.280  0.25
8 H -3.450 0.316 -1.034  0.24
9 H -6.893 -0.569 1.009  0.26
10 N 0.122 -2.210 -2.919  -0.33
11 H -1.988 -0.210 2.565  0.25
12 H 4.766 1.594 -0.503  0.31
13 F 3.943 3.571 3.910  -0.37
14 C 2.076 -3.667 -3.834  -0.72
15 N -5.891 -2.731 -1.039  -0.34
16 H -0.345 -0.523 3.126  0.27
17 H 1.604 4.003 1.142  -0.10
18 C -7.353 -0.885 0.076  -0.72
19 N -0.776 2.623 3.091  -0.32
20 N -1.017 -1.012 0.403  -0.35
21 H -2.915 -0.987 -2.111  0.26
22 H 2.797 -3.852 -3.042  0.26
23 C -3.135 -0.725 -1.079  -0.73
24 H -3.938 -1.359 -0.714  0.26
25 C -6.538 -1.921 -0.547  0.29
26 C 6.228 0.911 -1.866  0.32
27 H -1.620 -0.123 4.296  0.23
28 N 3.874 3.030 1.063  -1.42
29 C 5.628 0.925 -0.535  -0.74
30 H 6.353 1.276 0.193  0.26
31 N 2.739 4.193 3.306  -0.72
32 C -1.943 -0.907 -0.263  0.30
33 C -0.943 1.494 3.176  0.28
34 H 2.005 2.029 2.285  -0.16
35 H 1.684 -4.617 -4.191  0.25
36 H -7.433 -0.031 -0.592  0.26
37 H 5.307 -0.079 -0.266  0.24

Summary:
M: 286.27 g/mol
Charge: -1
Spin multiplicity: 1
Energy: -1216.2199 Eh


2.
Here is C10H18LuN3O5P as an isolated structure from the OMol25 dataset. Energies are from the ωB97M-V functional and the def2-TZVPD basis.

Last column: natural (NBO) charge in e.
Geometry (Å):
1 O -3.114 -1.886 2.368  -0.23
2 C -2.471 -2.216 1.455  0.43
3 H -1.562 0.197 -2.240  0.17
4 N 0.537 1.731 1.233  -0.73
5 O -3.665 -1.422 -2.262  -0.29
6 C -2.810 -1.855 -1.640  0.47
7 C 0.100 -2.757 -2.382  0.42
8 H -1.523 1.781 1.609  0.22
9 H 2.816 -1.394 1.422  0.29
10 O -0.493 -0.632 -0.068  -1.24
11 H -2.200 3.383 -0.942  0.26
12 H 2.650 1.771 1.227  0.24
13 H -0.425 3.612 -1.140  0.24
14 H 2.020 -1.197 -1.705  0.13
15 H 1.169 -0.892 1.836  0.23
16 P 0.330 0.730 -0.143  2.19
17 N 1.942 -0.010 0.038  -0.66
18 H -2.472 1.715 -2.304  0.26
19 H -0.607 0.558 2.566  0.17
20 H 1.942 0.748 2.456  0.17
21 H 1.436 -2.076 0.506  0.04
22 C -1.202 3.071 -0.564  -0.45
23 C 1.835 -1.154 1.006  -0.35
24 H -0.752 1.695 -2.828  0.23
25 C -0.592 1.579 2.149  -0.43
26 C 2.623 -0.432 -1.167  -0.42
27 C 1.826 1.713 1.930  -0.40
28 H 3.596 -0.885 -0.911  0.26
29 C -1.474 1.282 -2.093  -0.43
30 H -0.446 2.317 2.945  0.26
31 H -1.128 3.351 0.494  0.24
32 C -0.767 -5.269 0.170  0.43
33 Lu -0.705 -2.637 -0.114  1.86
34 N -1.045 1.645 -0.761  -0.59
35 H 2.778 0.421 -1.835  0.25
36 O -0.659 -6.387 0.394  -0.24
37 O 0.672 -2.729 -3.366  -0.23
38 H 1.842 2.531 2.661  0.25

Summary:
M: 466.21 g/mol
Charge: +3
Spin multiplicity: 1
Energy: -2508.0845 Eh


3.
Here is one molecule with the formula C10H18N2 from the OMol25 dataset. Energies are from the ωB97M-V functional and the def2-TZVPD basis.

Last column: natural (NBO) charge in e.
Geometry (Å):
1 H 2.309 0.073 -0.995  0.20
2 C 0.422 0.962 -0.131  -0.01
3 H 1.589 -2.175 1.761  0.21
4 H 0.675 3.544 0.267  0.24
5 C 1.745 -0.770 -0.936  -0.41
6 C -1.577 -0.883 1.054  -0.63
7 N 0.448 -0.425 -0.397  -0.48
8 H -0.914 -2.417 -1.038  0.22
9 C 0.700 -1.506 1.917  -0.63
10 C -0.306 1.886 -0.685  0.11
11 H 1.566 -1.066 -1.942  0.20
12 C 1.492 1.441 0.727  0.25
13 H -2.473 -0.908 0.285  0.22
14 C -0.233 -1.359 0.601  0.16
15 H 2.432 -1.515 -0.414  0.20
16 H -1.548 0.105 1.573  0.22
17 H -0.868 0.554 -2.193  0.24
18 C -1.221 1.464 -1.727  -0.65
19 H -1.137 3.683 0.012  0.23
20 H 0.458 -3.347 -0.437  0.21
21 H -1.270 2.274 -2.555  0.21
22 H -1.141 -3.376 0.484  0.22
23 H 1.056 -0.544 2.198  0.22
24 H -2.209 1.394 -1.240  0.23
25 N 2.435 1.920 1.192  -0.35
26 H -1.925 -1.477 1.828  0.22
27 H 0.053 3.772 -1.358  0.22
28 H 0.152 -1.954 2.693  0.21
29 C -0.484 -2.719 -0.131  -0.62
30 C -0.225 3.371 -0.413  -0.64

Summary:
M: 166.27 g/mol
Relative energy (zero: lowest compared OMol25 entry of this formula, charge and spin): 218.6 kJ/mol
Spin multiplicity: 1
Energy: -501.2552 Eh


4.
Here is C10H18N2 as an isolated structure from the OMol25 dataset. Energies are from the ωB97M-V functional and the def2-TZVPD basis.

Last column: natural (NBO) charge in e.
Geometry (Å):
1 C 1.190 -2.479 0.429  -0.44
2 C 1.422 -0.121 -0.205  0.41
3 N -0.980 1.006 -0.033  -0.08
4 H -2.024 2.646 -0.393  0.30
5 H -1.490 -0.547 1.843  0.22
6 H 2.288 2.394 -0.445  0.20
7 H -2.489 0.097 -2.168  0.23
8 C -2.878 -0.182 -1.125  -0.58
9 H -3.065 -1.096 1.288  0.27
10 C -0.412 -0.828 -0.965  -0.10
11 H -1.826 2.111 1.444  0.28
12 C -2.033 -1.065 1.075  -0.61
13 H 3.621 1.399 -1.339  0.24
14 C 0.251 0.506 -0.858  0.34
15 N 0.881 -1.267 -0.291  -0.18
16 H 1.326 -3.360 -0.213  0.28
17 C -1.319 2.253 0.463  -0.48
18 H 0.467 -2.495 1.220  0.25
19 H 4.022 2.135 0.279  0.27
20 H -3.529 -1.037 -1.210  0.27
21 C 3.261 1.718 -0.364  -0.56
22 H -3.347 0.591 -0.693  0.22
23 H -0.590 -1.260 -1.912  0.28
24 H -0.544 3.028 0.612  0.29
25 H 2.170 -2.322 0.856  0.25
26 C -1.629 -0.313 -0.209  0.12
27 H 3.517 -0.325 0.168  0.28
28 H 2.667 0.548 1.397  0.29
29 C 2.736 0.384 0.260  -0.52
30 H -1.665 -2.120 1.089  0.25

Summary:
M: 166.27 g/mol
Relative energy (zero: lowest compared OMol25 entry of this formula, charge and spin): 472.8 kJ/mol
Charge: +2
Spin multiplicity: 1
Energy: -500.4880 Eh


5.
Here is one molecule with the formula C10H18N2O5S from the OMol25 dataset. Energies are from the ωB97M-V functional and the def2-TZVPD basis.

Last column: natural (NBO) charge in e.
Geometry (Å):
1 H -2.720 0.807 -0.160  0.20
2 H -4.508 -1.728 -0.304  0.23
3 O 4.086 -1.819 -0.639  -0.67
4 C 4.690 1.182 0.055  0.79
5 N -1.459 -1.203 1.475  -0.84
6 H -2.820 -0.271 -1.502  0.25
7 H -1.479 -0.255 1.876  0.36
8 H 2.080 1.277 0.300  0.23
9 C -4.197 -0.771 0.145  -0.52
10 H 3.711 2.265 -1.519  0.25
11 H -6.175 2.425 0.403  0.24
12 H 1.551 1.222 -1.399  0.25
13 H 1.979 -1.050 -1.715  0.24
14 C 3.042 -1.396 0.123  0.79
15 H -1.868 -2.152 -0.323  0.21
16 H -4.351 2.176 0.258  0.21
17 H 4.113 0.554 -1.840  0.25
18 C 1.984 -0.662 -0.694  -0.15
19 O 4.435 2.104 1.043  -0.69
20 H -2.216 -1.747 1.866  0.37
21 C -0.417 -0.712 -0.712  0.67
22 S -5.627 0.292 -0.328  0.19
23 O 5.637 0.409 0.162  -0.60
24 H 0.670 -1.222 0.910  0.45
25 C -2.876 -0.263 -0.403  -0.44
26 C 2.296 0.835 -0.686  -0.40
27 H 4.737 -2.167 0.002  0.51
28 H -4.145 -0.780 1.235  0.20
29 C -1.673 -1.143 0.053  -0.14
30 C 3.729 1.263 -1.088  -0.53
31 C -5.317 1.786 0.598  -0.75
32 N 0.721 -0.929 -0.066  -0.61
33 H 5.099 1.962 1.743  0.50
34 H -5.275 1.558 1.665  0.21
35 O -0.466 -0.321 -1.876  -0.65
36 O 3.030 -1.529 1.342  -0.60

Summary:
M: 278.33 g/mol
Relative energy (zero: lowest compared OMol25 entry of this formula, charge and spin): 25.5 kJ/mol
Spin multiplicity: 1
Energy: -1275.8074 Eh


6.
Here is one molecule with the formula C10H18N2S from the OMol25 dataset. Energies are from the ωB97M-V functional and the def2-TZVPD basis.

Last column: natural (NBO) charge in e.
Geometry (Å):
1 H -1.157 0.185 -3.998  0.39
2 H 0.388 -1.222 2.874  0.21
3 H 0.418 3.119 -0.999  0.22
4 C -0.545 -0.813 2.472  -0.42
5 H -2.599 -1.610 2.389  0.20
6 H -1.706 -2.089 3.885  0.21
7 C -0.737 -0.518 -2.109  0.46
8 H 1.307 -0.860 -2.058  0.24
9 C -0.601 -1.601 0.022  -0.10
10 H -1.809 -4.053 2.338  0.21
11 C 0.683 -0.079 -2.199  -0.50
12 H -1.392 0.350 0.738  0.23
13 H -0.071 -3.453 2.175  0.20
14 H 2.005 1.369 -1.456  0.23
15 N -1.355 -1.256 -1.178  -0.54
16 H 0.879 0.248 -3.246  0.21
17 S 1.072 0.638 0.606  0.16
18 H 0.397 -1.870 -0.223  0.18
19 C -0.560 -0.343 0.957  -0.28
20 H 0.070 2.388 -2.601  0.19
21 H -0.804 0.046 3.099  0.21
22 H -1.095 -3.826 -0.160  0.21
23 N -1.548 -0.379 -3.214  -0.83
24 H -0.966 2.146 -1.177  0.21
25 C 0.990 0.995 -1.193  -0.33
26 H -2.366 -2.697 0.244  0.21
27 C -1.142 -3.207 1.977  -0.42
28 H -2.302 -1.117 -3.279  0.43
29 C -1.358 -2.933 0.493  -0.39
30 C -1.609 -1.975 2.762  -0.39
31 C 0.103 2.243 -1.497  -0.62

Summary:
M: 198.34 g/mol
Relative energy (zero: lowest compared OMol25 entry of this formula, charge and spin): 160.7 kJ/mol
Spin multiplicity: 1
Energy: -899.4953 Eh


| no. | maximum force (eV/A) |
| --- | --- |
| 1 | 2.5 |
| 2 | 7.4 |
| 3 | 3.8 |
| 4 | 6.9 |
| 5 | 2.3 |
| 6 | 5.0 |